P:
Below is a 2-piece molecular cluster, C4H14NO overall, with properties calculated with ωB97M-V/def2-TZVPD.

The geometry in XYZ format:
```
20
C4H14NO ωB97M-V/def2-TZVPD
C 0.158 -1.223 0.596
C 0.877 -0.341 -0.409
C 1.326 0.964 0.190
C 2.261 1.744 -0.743
N -1.173 -0.635 0.989
H 0.763 -1.346 1.485
H -0.007 -2.223 0.193
H 0.399 -0.328 -1.380
H 1.788 -0.923 -0.607
H 1.883 0.791 1.112
H 0.462 1.592 0.399
H 1.866 1.864 -1.745
H 2.637 2.640 -0.255
H 3.147 1.104 -0.919
H -1.887 -0.701 0.253
H -1.494 -1.006 1.881
H -1.016 0.374 1.107
H -4.624 -0.828 -0.230
H -3.690 -0.712 -1.437
O -3.678 -0.808 -0.477
```

Calculated values
Lowest unoccupied orbital energy: -0.11818 hartree
HOMO level: -15.23 eV
Orbital gap: 12.02 eV
Charge: +1
Spin multiplicity: 1

Q:
Below is a 2-piece molecular cluster, C4H14NO overall, with properties calculated with ωB97M-V/def2-TZVPD.

The geometry in XYZ format:
```
20
C4H14NO ωB97M-V/def2-TZVPD
C -0.529 1.477 0.998
C 0.735 0.785 0.480
N 0.540 -0.605 -0.131
C 0.191 -1.488 0.879
C 1.488 1.683 -0.601
H -1.276 1.582 0.275
H -0.298 2.534 1.466
H -0.940 0.864 1.772
H 1.524 0.712 1.442
H -0.403 -0.639 -0.811
H 1.326 -1.117 -0.750
H -0.559 -0.941 1.548
H 0.019 -2.595 0.386
H 0.963 -1.833 1.562
H 2.022 2.552 -0.355
H 0.690 2.036 -1.265
H 2.170 1.195 -1.269
H -2.552 -2.863 -1.923
H -2.932 -1.404 -1.839
O -2.179 -1.935 -1.864
```

Calculated values
Lowest unoccupied orbital energy: -0.12080 hartree
HOMO level: -15.53 eV
Orbital gap: 12.25 eV
Charge: +1
Spin multiplicity: 1

Most stable to least stable: P, Q

P:
Below is a 2-piece molecular cluster, C4H6O2 overall, with properties calculated with ωB97M-V/def2-TZVPD.

The geometry in XYZ format:
```
12
C4H6O2 ωB97M-V/def2-TZVPD
O -0.027 -1.621 0.216
C 0.390 -0.532 -0.098
C 1.081 0.210 -1.145
C 1.098 0.666 0.356
H 1.924 -0.337 -1.556
H 0.577 0.880 -1.838
H 1.964 0.461 0.977
H 0.606 1.616 0.561
C -1.914 -0.344 0.648
O -1.972 -0.113 1.823
H -2.315 -1.236 0.134
H -1.412 0.350 -0.078
```

Calculated values
Lowest unoccupied orbital energy: 0.02347 hartree
SMILES string: O=C1CC1.C=O
HOMO level: -9.68 eV
Orbital gap: 10.32 eV
Charge: 0
Spin multiplicity: 1

Q:
Below is C4H6O2 as an isolated structure, with properties calculated with ωB97M-V/def2-TZVPD.

The geometry in XYZ format:
```
12
C4H6O2 ωB97M-V/def2-TZVPD
C 1.519 -0.396 0.012
C 0.030 -0.247 0.385
C -1.028 1.052 0.250
O -1.878 0.196 -0.502
C -0.941 -0.801 -0.604
O -0.932 -1.675 -1.420
H 2.220 -0.378 0.855
H 1.694 -1.349 -0.517
H 1.798 0.389 -0.700
H -0.307 -0.103 1.393
H -0.554 1.875 -0.269
H -1.623 1.438 1.117
```

Calculated values
Lowest unoccupied orbital energy: 0.02861 hartree
HOMO level: -10.46 eV
Orbital gap: 11.24 eV
Charge: 0
Spin multiplicity: 1

Most stable to least stable: Q, P

P:
Below is a 3-piece molecular cluster, C4H6O2 overall, with properties calculated with ωB97M-V/def2-TZVPD.

The geometry in XYZ format:
```
12
C4H6O2 ωB97M-V/def2-TZVPD
O -1.592 -2.415 0.420
C -1.203 -1.403 0.755
C 0.361 -0.591 -1.564
C 0.976 0.561 -1.316
O 0.359 1.746 1.210
C -0.301 0.971 1.852
H -0.646 -0.623 -1.972
H 0.831 -1.548 -1.354
H 1.972 0.598 -0.884
H 0.497 1.518 -1.499
H -1.407 1.013 1.881
H 0.153 0.172 2.469
```

Calculated values
Lowest unoccupied orbital energy: 0.02815 hartree
HOMO level: -9.99 eV
Orbital gap: 10.75 eV
Charge: 0
Spin multiplicity: 1

Q:
Below is C4H6O2 as an isolated structure, with properties calculated with ωB97M-V/def2-TZVPD.

The geometry in XYZ format:
```
12
C4H6O2 ωB97M-V/def2-TZVPD
O 1.364 1.287 -0.242
C 0.352 0.363 -0.106
C 0.273 -0.525 1.044
C 0.357 -1.035 -0.635
O -0.978 -0.949 -1.091
C -1.016 0.463 -0.785
H 1.309 1.864 0.531
H 1.206 -0.662 1.593
H -0.654 -0.788 1.534
H 0.645 -1.839 0.080
H -1.870 0.719 -0.146
H -1.011 1.080 -1.687
```

Calculated values
Lowest unoccupied orbital energy: 0.02620 hartree
HOMO level: -8.40 eV
Orbital gap: 9.12 eV
Charge: 0
Spin multiplicity: 1

Most stable to least stable: P, Q

P:
Below is a single C4H6O2 molecule, with properties calculated with ωB97M-V/def2-TZVPD.

The geometry in XYZ format:
```
12
C4H6O2 ωB97M-V/def2-TZVPD
C 1.773 0.802 -0.950
C 0.592 -0.368 0.678
O 0.544 0.544 -0.260
C -0.845 -0.544 1.163
C -1.840 -0.614 0.023
O -2.447 -1.615 -0.272
H 1.706 0.312 -1.924
H 2.605 0.395 -0.372
H 1.858 1.881 -1.083
H -0.924 -1.443 1.778
H -1.073 0.334 1.787
H -1.950 0.316 -0.568
```

Calculated values
Lowest unoccupied orbital energy: 0.02161 hartree
HOMO level: -8.76 eV
Orbital gap: 9.35 eV
Charge: 0
Spin multiplicity: 1

Q:
Below is a single C4H6O2 molecule, with properties calculated with ωB97M-V/def2-TZVPD.

The geometry in XYZ format:
```
12
C4H6O2 ωB97M-V/def2-TZVPD
O 1.883 1.162 0.957
C 1.203 0.208 1.248
C 0.420 -0.585 0.246
C 0.245 0.002 -1.127
C -0.954 -0.235 -0.266
O -1.640 0.840 0.295
H 1.178 -0.158 2.293
H 0.581 -1.657 0.347
H 0.464 -0.597 -2.005
H 0.549 1.044 -1.181
H -1.582 -1.102 -0.480
H -2.346 1.078 -0.327
```

Calculated values
Lowest unoccupied orbital energy: 0.02753 hartree
SMILES string: O=C[C@@H]1C[C@@H]1O
HOMO level: -9.89 eV
Orbital gap: 10.64 eV
Charge: 0
Spin multiplicity: 1

R:
Below is a single C4H6O2 molecule, with properties calculated with ωB97M-V/def2-TZVPD.

The geometry in XYZ format:
```
12
C4H6O2 ωB97M-V/def2-TZVPD
C 1.006 -0.414 0.741
C 0.092 0.508 -0.075
C -0.040 -0.088 -1.456
O -1.032 -0.708 -1.763
C -1.324 0.457 0.498
O -1.625 -0.213 1.453
H 2.023 -0.031 0.846
H 0.520 -0.545 1.711
H 1.055 -1.407 0.286
H 0.470 1.541 -0.097
H 0.827 -0.039 -2.143
H -2.086 1.047 -0.041
```

Calculated values
Lowest unoccupied orbital energy: 0.03004 hartree
SMILES string: CC(C=O)C=O
HOMO level: -10.02 eV
Orbital gap: 10.83 eV
Charge: 0
Spin multiplicity: 1

S:
Below is a single C4H6O2 molecule, with properties calculated with ωB97M-V/def2-TZVPD.

The geometry in XYZ format:
```
12
C4H6O2 ωB97M-V/def2-TZVPD
O 0.855 2.035 0.777
C 0.390 1.029 0.297
C -1.066 0.711 0.109
C -0.442 -1.646 -0.050
O 0.515 -1.109 -0.783
C 1.303 -0.160 -0.054
H -1.333 0.629 -0.953
H -1.729 1.397 0.630
H -1.110 -0.335 0.603
H -1.208 -1.976 -0.789
H 2.130 0.149 -0.694
H 1.682 -0.586 0.882
```

Calculated values
Lowest unoccupied orbital energy: 0.01398 hartree
HOMO level: -8.85 eV
Orbital gap: 9.23 eV
Charge: 0
Spin multiplicity: 1

Most stable to least stable: R, Q, P, S